(1)
59
Properties=species:S:1:pos:R:3:nbo_charge:R:1 method="wB97M-V/def2-TZVPD" total_charge=-1 homo_lumo_gap_ev=6.7 e_homo_ev=-5.5
O 2.02 -4.89 -5.43 -0.673
O -0.04 -1.73 -0.32 -0.816
O -1.82 -3.98 -3.94 -0.672
O 0.49 0.25 8.08 -0.397
O -0.60 -0.09 -1.69 -0.774
O -0.32 -1.59 7.22 -0.387
O -0.72 2.32 2.26 -0.565
O 1.07 1.48 0.96 -0.520
O -2.18 3.02 0.02 -0.734
O 1.90 3.23 -1.41 -0.728
O -0.35 4.76 -1.19 -0.745
C 1.18 -4.15 -4.93 0.689
C -0.01 -1.15 -1.43 0.761
C -1.34 -3.50 -2.91 0.668
C -0.64 0.20 3.49 -0.306
C -0.27 2.32 4.57 -0.303
C -0.46 -0.45 4.71 -0.131
C -0.08 1.67 5.79 -0.144
C -0.54 1.60 3.41 0.444
C -0.18 0.27 5.90 -0.034
N -2.12 -3.15 -1.88 -0.619
N 1.07 -4.12 -3.60 -0.598
N 0.01 -0.40 7.13 0.514
C 0.34 -3.30 -5.85 -0.703
C -3.58 -3.20 -1.88 -0.407
C 3.35 2.18 0.87 -0.616
C -0.35 1.71 1.00 0.345
C 1.91 2.65 1.01 0.085
C -0.78 2.67 -0.12 0.019
C 1.54 3.67 -0.09 0.063
C 0.04 3.96 -0.07 0.056
C 0.67 -1.88 -2.59 -0.511
C 0.19 -3.35 -2.70 -0.130
H -2.39 3.03 0.97 0.478
H 1.25 3.62 -2.03 0.490
H -1.31 4.65 -1.31 0.492
H -0.84 -0.39 2.60 0.259
H -0.20 3.40 4.51 0.226
H -0.54 -1.54 4.72 0.246
H 0.14 2.27 6.67 0.238
H -1.66 -2.71 -1.08 0.439
H 1.71 -4.75 -3.14 0.401
H 0.05 -2.37 -5.37 0.216
H 0.91 -3.07 -6.75 0.221
H -0.56 -3.85 -6.12 0.254
H -3.97 -2.35 -2.44 0.197
H -3.95 -3.16 -0.85 0.198
H -3.92 -4.13 -2.35 0.209
H 3.49 1.63 -0.07 0.238
H 4.03 3.03 0.88 0.204
H 3.61 1.51 1.70 0.215
H -0.86 0.75 0.85 0.228
H 1.79 3.13 1.98 0.168
H -0.62 2.18 -1.09 0.260
H 2.08 4.61 0.11 0.164
H -0.20 4.49 0.86 0.166
H 0.47 -1.35 -3.52 0.210
H 1.74 -1.87 -2.42 0.219
H 0.36 -3.77 -1.71 0.238

(2)
50
Properties=species:S:1:pos:R:3:nbo_charge:R:1 method="wB97M-V/def2-TZVPD" e_above_lowest_kcal_mol=104.10 total_charge=0 homo_lumo_gap_ev=8.7 smiles="c1cc[nH]c1.c1cc[nH]c1.c1cc[nH]c1.c1cc[nH]c1.CC(C)=O" e_homo_ev=-8.2
C -3.36 -0.59 -1.55 -0.725
C -3.70 -0.94 -0.13 0.587
O -4.90 -1.05 0.15 -0.543
C -2.60 -1.44 0.81 -0.736
H -2.46 -1.12 -1.85 0.221
H -3.32 0.47 -1.79 0.241
H -4.09 -1.01 -2.25 0.241
H -2.91 -1.25 1.84 0.221
H -1.79 -0.71 0.75 0.240
H -2.37 -2.50 0.77 0.251
N 2.40 -0.45 -3.60 -0.528
C 2.78 -0.12 -4.90 -0.059
C 4.11 -0.02 -4.87 -0.311
C 4.49 0.05 -3.52 -0.295
C 3.47 -0.14 -2.73 -0.072
H 1.47 -0.66 -3.27 0.405
H 2.08 -0.04 -5.71 0.211
H 4.73 0.01 -5.75 0.219
H 5.51 0.08 -3.17 0.208
H 3.36 -0.28 -1.66 0.218
N -3.04 1.47 4.19 -0.535
C -4.11 1.25 3.30 -0.091
C -4.71 2.46 3.09 -0.300
C -4.13 3.37 3.97 -0.300
C -3.06 2.80 4.61 -0.083
H -2.37 0.79 4.51 0.414
H -4.26 0.33 2.75 0.226
H -5.58 2.63 2.47 0.231
H -4.33 4.42 4.13 0.220
H -2.33 3.30 5.22 0.220
N -0.84 1.70 1.19 -0.526
C 0.51 1.48 1.30 -0.067
C 1.09 1.07 0.11 -0.310
C 0.04 1.23 -0.84 -0.309
C -1.06 1.69 -0.13 -0.074
H -1.57 1.78 1.88 0.434
H 0.84 1.60 2.32 0.197
H 2.08 0.65 0.02 0.233
H 0.11 1.03 -1.89 0.217
H -2.08 1.83 -0.47 0.201
N 4.67 -2.09 -0.07 -0.506
C 3.71 -1.55 0.74 -0.105
C 2.58 -2.37 0.64 -0.299
C 2.79 -3.31 -0.34 -0.309
C 4.08 -3.13 -0.73 -0.063
H 5.63 -1.82 -0.24 0.423
H 3.88 -0.68 1.35 0.214
H 1.73 -2.31 1.30 0.222
H 2.16 -4.16 -0.56 0.225
H 4.66 -3.77 -1.38 0.207

(3)
54
Properties=species:S:1:pos:R:3:nbo_charge:R:1 method="wB97M-V/def2-TZVPD" e_above_lowest_kcal_mol=57.53 total_charge=0 homo_lumo_gap_ev=8.7 smiles="CCOc1ccc(NC(=O)C2CCN(S(=O)(=O)c3c(C)n[nH]c3C)CC2)cc1" e_homo_ev=-8.2
C -6.77 -0.26 0.67 -0.638
C -5.95 -1.28 -0.11 -0.063
O -5.03 -0.68 -1.00 -0.495
C -3.88 -0.13 -0.53 0.282
C -3.09 0.52 -1.48 -0.263
C -1.88 1.08 -1.14 -0.228
C -1.42 1.00 0.18 0.115
C -2.21 0.37 1.13 -0.208
C -3.43 -0.19 0.78 -0.250
H -4.00 -0.69 1.55 0.213
H -1.87 0.30 2.15 0.208
N -0.19 1.52 0.59 -0.605
C 0.87 1.88 -0.19 0.710
O 0.84 1.93 -1.40 -0.638
C 2.12 2.25 0.63 -0.327
C 3.28 2.55 -0.32 -0.411
C 3.82 1.28 -0.97 -0.225
N 4.07 0.23 0.00 -0.678
S 3.68 -1.33 -0.44 2.361
O 4.24 -2.19 0.56 -0.948
O 4.10 -1.48 -1.80 -0.943
C 1.91 -1.51 -0.39 -0.530
C 1.03 -1.29 -1.44 0.237
N -0.19 -1.60 -0.96 -0.328
N -0.15 -2.01 0.31 -0.280
C 1.11 -1.98 0.68 0.179
C 1.56 -2.42 2.02 -0.663
H 1.40 -1.65 2.77 0.212
H 2.62 -2.67 1.99 0.257
H 0.98 -3.30 2.32 0.235
H -1.07 -1.52 -1.44 0.423
C 1.25 -0.83 -2.83 -0.685
H 1.06 0.24 -2.90 0.259
H 2.29 -1.03 -3.11 0.266
H 0.58 -1.34 -3.51 0.222
C 3.89 0.58 1.38 -0.230
C 2.49 1.16 1.66 -0.423
H 1.78 0.33 1.60 0.217
H 2.47 1.56 2.67 0.215
H 4.66 1.30 1.66 0.199
H 4.05 -0.33 1.96 0.244
H 4.75 1.49 -1.50 0.206
H 3.10 0.91 -1.70 0.222
H 2.94 3.22 -1.11 0.245
H 4.08 3.05 0.24 0.208
H 1.86 3.18 1.16 0.234
H -0.04 1.51 1.59 0.400
H -1.29 1.58 -1.88 0.254
H -3.45 0.57 -2.49 0.227
H -5.43 -1.97 0.57 0.170
H -6.61 -1.87 -0.76 0.194
H -6.13 0.35 1.30 0.211
H -7.30 0.39 -0.02 0.216
H -7.49 -0.77 1.30 0.216

(4)
55
Properties=species:S:1:pos:R:3:nbo_charge:R:1 method="wB97M-V/def2-TZVPD" total_charge=0 homo_lumo_gap_ev=8.3 e_homo_ev=-8.1
C 8.74 0.09 -1.03 -0.633
C 7.94 -0.78 -0.25 -0.061
H 8.16 -0.52 0.79 0.193
H 7.98 -1.87 -0.49 0.204
O 6.46 -0.59 -0.67 -0.577
C 5.45 -1.21 0.20 0.902
O 5.68 -2.12 1.11 -0.647
N 4.22 -0.77 -0.33 -0.471
C 3.07 -1.33 0.42 -0.214
H 2.44 -1.79 -0.22 0.188
H 3.44 -1.97 1.16 0.238
C 2.36 -0.18 1.29 -0.166
N 2.12 0.68 0.45 -0.497
C 0.88 1.45 0.35 0.721
O 0.72 2.29 -0.58 -0.634
C -0.39 0.69 1.16 -0.329
H 0.02 0.34 2.12 0.221
C -1.55 1.64 1.19 -0.429
H -1.07 2.77 1.41 0.241
C -2.21 1.93 -0.14 -0.233
N -2.58 0.60 -0.92 -0.434
C -3.85 0.14 -0.47 0.072
N -4.01 -1.09 -0.77 -0.277
N -5.35 -1.47 -0.49 -0.212
C -6.03 -0.36 -0.56 0.079
N -7.29 -0.60 -0.10 -0.380
C -8.20 0.22 0.28 0.009
C -9.43 0.07 0.37 -0.295
C -9.49 -1.51 0.21 -0.278
C -8.08 -1.81 -0.13 -0.046
H -7.63 -2.58 -0.54 0.201
H -10.26 -2.19 -0.03 0.219
H -10.31 0.50 0.71 0.237
H -7.85 1.27 0.40 0.173
S -5.19 0.94 -0.15 0.526
C -1.35 -0.06 -0.98 -0.161
H -1.71 -1.17 -1.67 0.205
C -0.75 -0.55 0.60 -0.430
H 0.09 -1.19 0.20 0.224
H -1.60 -0.96 1.05 0.226
H -0.60 0.18 -1.51 0.183
H -3.21 2.58 0.08 0.199
H -1.58 2.34 -0.90 0.241
H -2.29 1.15 1.84 0.219
C 3.14 1.49 -0.19 -0.207
H 4.12 1.72 0.61 0.155
C 3.98 0.26 -0.96 -0.184
H 3.32 -0.10 -1.74 0.178
H 4.82 0.85 -1.58 0.244
H 2.76 2.33 -0.67 0.255
H 3.21 0.11 2.09 0.154
H 1.63 -0.66 1.85 0.227
H 9.92 -0.10 -1.03 0.226
H 8.60 1.06 -0.79 0.213
H 8.58 -0.14 -2.05 0.219

no.,E (eV)
1,-47118.168
2,-28129.615
3,-45110.887
4,-46027.603